ORCA calculation (the ωB97M-V functional and the def2-TZVPD basis) on a cluster of 12 separate species, C32H79ClF7O16PS11 in total.

Each atom is followed by the atoms it is bonded to, with distances in Å.
Element x y z (Å)
1 C 6.82 -6.67 7.24  P2 1.851, H25 1.079, H26 1.076, H27 1.080
2 P 6.50 -6.06 5.52  C1 1.851, C3 1.837, C8 1.921, C11 1.865, C15 1.969
3 C 4.74 -5.92 5.05  P2 1.837, C4 1.537, H28 1.086, H29 1.077
4 C 3.80 -6.95 5.71  C3 1.537, O5 1.424, H30 1.075, H31 1.084
5 O 2.53 -6.34 5.93  C4 1.424, C6 1.352
6 C 1.82 -6.23 4.79  O5 1.352, O7 1.215, H32 1.097
7 O 1.17 -5.24 4.51  C6 1.215
8 C 6.52 -7.89 4.94  P2 1.921, O9 1.407, H33 1.085, H34 1.090
9 O 5.94 -8.08 3.67  C8 1.407, O10 1.440
10 O 5.79 -9.50 3.52  O9 1.440, H35 0.960
11 C 8.03 -5.67 4.53  P2 1.865, C12 1.511, H36 1.078, H37 1.080
12 C 8.31 -6.48 3.28  C11 1.511, O13 1.210, Cl14 1.769
13 O 9.11 -7.39 3.27  C12 1.210
14 Cl 7.51 -6.04 1.77  C12 1.769
15 C 6.52 -4.22 6.22  P2 1.969, F16 1.350, F17 1.352, C18 1.573
16 F 5.76 -4.22 7.34  C15 1.350
17 F 7.77 -3.91 6.63  C15 1.352
18 C 5.99 -2.99 5.39  C15 1.573, F19 1.347, F20 1.338, C21 1.565
19 F 6.74 -1.92 5.71  C18 1.347
20 F 4.76 -2.70 5.81  C18 1.338
21 C 5.95 -3.00 3.83  C18 1.565, F22 1.328, F23 1.332, F24 1.323
22 F 4.86 -2.34 3.43  C21 1.328
23 F 7.02 -2.37 3.35  C21 1.332
24 F 5.92 -4.21 3.29  C21 1.323
25 H 5.90 -6.74 7.80  C1 1.079
26 H 7.27 -7.65 7.21  C1 1.076
27 H 7.50 -6.04 7.78  C1 1.080
28 H 4.29 -4.97 5.33  C3 1.086
29 H 4.59 -5.97 3.98  C3 1.077
30 H 4.20 -7.37 6.61  C4 1.075
31 H 3.68 -7.77 5.01  C4 1.084
32 H 1.84 -7.08 4.10  C6 1.097
33 H 6.00 -8.55 5.63  C8 1.085
34 H 7.55 -8.26 4.97  C8 1.090
35 H 5.26 -9.58 2.72  O10 0.960
36 H 8.88 -5.85 5.18  C11 1.078
37 H 8.12 -4.63 4.26  C11 1.080
38 C 0.78 -3.07 0.14  S39 1.798, H42 1.089, H43 1.091, H44 1.090
39 S 0.06 -4.50 0.96  C38 1.798, O40 1.491, C41 1.788
40 O -0.73 -5.23 -0.07  S39 1.491
41 C -1.11 -3.56 1.94  S39 1.788, H45 1.091, H46 1.090, H47 1.088
42 H 1.51 -3.43 -0.57  C38 1.089
43 H -0.01 -2.52 -0.38  C38 1.091
44 H 1.27 -2.43 0.88  C38 1.090
45 H -1.72 -2.97 1.26  C41 1.091
46 H -0.57 -2.91 2.63  C41 1.090
47 H -1.73 -4.25 2.50  C41 1.088
48 C -4.24 -2.25 -2.38  S49 1.791, H52 1.090, H53 1.091, H54 1.090
49 S -4.42 -2.42 -0.61  C48 1.791, O50 1.490, C51 1.799
50 O -3.22 -1.77 0.00  S49 1.490
51 C -4.14 -4.19 -0.55  S49 1.799, H55 1.091, H56 1.090, H57 1.088
52 H -4.31 -1.19 -2.64  C48 1.090
53 H -3.25 -2.62 -2.67  C48 1.091
54 H -5.02 -2.81 -2.89  C48 1.090
55 H -3.17 -4.42 -0.98  C51 1.091
56 H -4.93 -4.70 -1.10  C51 1.090
57 H -4.16 -4.51 0.49  C51 1.088
58 C -2.01 1.69 -4.01  S59 1.793, H62 1.089, H63 1.091, H64 1.090
59 S -3.61 1.45 -3.24  C58 1.793, O60 1.493, C61 1.794
60 O -4.36 0.49 -4.10  S59 1.493
61 C -4.26 3.08 -3.60  S59 1.794, H65 1.088, H66 1.089, H67 1.088
62 H -1.45 0.76 -3.92  C58 1.089
63 H -2.15 1.95 -5.06  C58 1.091
64 H -1.48 2.49 -3.49  C58 1.090
65 H -4.25 3.25 -4.67  C61 1.088
66 H -3.65 3.83 -3.09  C61 1.089
67 H -5.28 3.13 -3.23  C61 1.088
68 C -0.68 -2.43 -5.16  S69 1.797, H72 1.088, H73 1.090, H74 1.090
69 S -0.25 -2.17 -3.43  C68 1.797, O70 1.490, C71 1.795
70 O -0.39 -0.71 -3.16  S69 1.490
71 C 1.50 -2.50 -3.62  S69 1.795, H75 1.089, H76 1.089, H77 1.088
72 H -1.74 -2.22 -5.28  C68 1.088
73 H -0.10 -1.74 -5.78  C68 1.090
74 H -0.47 -3.46 -5.43  C68 1.090
75 H 1.93 -1.82 -4.35  C71 1.089
76 H 1.65 -3.53 -3.94  C71 1.089
77 H 1.97 -2.36 -2.65  C71 1.088
78 C -7.44 6.36 -5.17  S79 1.797, H82 1.088, H83 1.090, H84 1.089
79 S -5.89 5.56 -5.60  C78 1.797, O80 1.491, C81 1.794
80 O -4.85 6.07 -4.66  S79 1.491
81 C -5.65 6.42 -7.15  S79 1.794, H85 1.089, H86 1.090, H87 1.088
82 H -7.75 5.99 -4.19  C78 1.088
83 H -7.30 7.44 -5.13  C78 1.090
84 H -8.19 6.11 -5.91  C78 1.089
85 H -5.63 7.49 -6.98  C81 1.089
86 H -6.47 6.16 -7.83  C81 1.090
87 H -4.70 6.10 -7.58  C81 1.088
88 C 7.02 -1.93 -5.01  S89 1.797, H92 1.088, H93 1.090, H94 1.090
89 S 5.60 -2.30 -3.97  C88 1.797, O90 1.486, C91 1.798
90 O 4.78 -3.31 -4.69  S89 1.486
91 C 4.79 -0.71 -4.21  S89 1.798, H95 1.090, H96 1.090, H97 1.087
92 H 7.66 -2.81 -5.04  C88 1.088
93 H 6.69 -1.68 -6.02  C88 1.090
94 H 7.58 -1.09 -4.57  C88 1.090
95 H 4.61 -0.54 -5.27  C91 1.090
96 H 5.43 0.08 -3.80  C91 1.090
97 H 3.85 -0.73 -3.67  C91 1.087
98 C -4.38 11.01 -1.73  S99 1.797, H102 1.088, H103 1.090, H104 1.090
99 S -4.20 10.42 -3.41  C98 1.797, O100 1.491, C101 1.787
100 O -5.20 11.15 -4.25  S99 1.491
101 C -4.87 8.78 -3.15  S99 1.787, H105 1.091, H106 1.089, H107 1.087
102 H -4.05 12.05 -1.69  C98 1.088
103 H -5.42 10.95 -1.43  C98 1.090
104 H -3.75 10.41 -1.07  C98 1.090
105 H -5.89 8.86 -2.76  C101 1.091
106 H -4.24 8.23 -2.45  C101 1.089
107 H -4.87 8.26 -4.10  C101 1.087
108 C 0.89 -2.77 7.08  S109 1.794, H112 1.085, H113 1.089, H114 1.091
109 S 2.19 -2.21 8.18  C108 1.794, O110 1.492, C111 1.797
110 O 1.71 -2.42 9.58  S109 1.492
111 C 2.00 -0.46 7.81  S109 1.797, H115 1.090, H116 1.090, H117 1.088
112 H 0.80 -3.85 7.17  C108 1.085
113 H -0.05 -2.31 7.35  C108 1.089
114 H 1.16 -2.52 6.05  C108 1.091
115 H 0.99 -0.15 8.04  C111 1.090
116 H 2.23 -0.29 6.76  C111 1.090
117 H 2.71 0.09 8.43  C111 1.088
118 C -0.47 9.34 -7.43  S119 1.798, H122 1.088, H123 1.090, H124 1.090
119 S -2.01 9.10 -6.52  C118 1.798, O120 1.487, C121 1.797
120 O -2.81 8.10 -7.27  S119 1.487
121 C -2.71 10.72 -6.88  S119 1.797, H125 1.091, H126 1.090, H127 1.090
122 H 0.10 8.42 -7.36  C118 1.088
123 H -0.70 9.55 -8.47  C118 1.090
124 H 0.09 10.16 -6.98  C118 1.090
125 H -2.78 10.84 -7.96  C121 1.091
126 H -2.07 11.49 -6.45  C121 1.090
127 H -3.70 10.76 -6.43  C121 1.090
128 C -6.86 10.82 -7.35  S129 1.796, H132 1.088, H133 1.090, H134 1.090
129 S -8.40 10.48 -6.49  C128 1.796, O130 1.488, C131 1.797
130 O -9.07 9.37 -7.20  S129 1.488
131 C -9.22 12.00 -6.98  S129 1.797, H135 1.090, H136 1.090, H137 1.088
132 H -6.20 9.96 -7.21  C128 1.088
133 H -7.06 10.96 -8.41  C128 1.090
134 H -6.39 11.70 -6.92  C128 1.090
135 H -9.27 12.06 -8.06  C131 1.090
136 H -8.68 12.85 -6.57  C131 1.090
137 H -10.23 11.98 -6.56  C131 1.088
138 C -0.53 -4.86 10.78  S139 1.792, H142 1.088, H143 1.090, H144 1.090
139 S -0.15 -5.47 9.14  C138 1.792, O140 1.487, C141 1.799
140 O -1.19 -4.93 8.22  S139 1.487
141 C -0.59 -7.19 9.46  S139 1.799, H145 1.090, H146 1.090, H147 1.088
142 H -0.35 -3.79 10.77  C138 1.088
143 H -1.57 -5.07 11.02  C138 1.090
144 H 0.14 -5.33 11.50  C138 1.090
145 H -1.62 -7.25 9.79  C141 1.090
146 H 0.08 -7.59 10.23  C141 1.090
147 H -0.46 -7.74 8.54  C141 1.088

Results
Frontier orbital gap in Ha: 0.31057
E_HOMO in eV: -8.26
Multiplicity: 1
Net charge: 0

Here are the Mulliken charges for atoms 1 to 8, given in e: number 1, C, carries -1.74; number 2, P, carries 1.78; number 3, C, carries -1.20; number 4, C, carries -1.12; number 5, O, carries -0.28; number 6, C, carries 0.02; number 7, O, carries -0.36; number 8, C, carries -1.94